[1]
{"formula": "H17O8", "method": "ωB97M-V/def2-TZVPD", "symbols": ["O", "H", "H", "H", "O", "H", "H", "O", "H", "H", "O", "H", "H", "O", "H", "H", "O", "H", "H", "O", "H", "H", "O", "H", "H"], "xyz": [[0.24212, 0.96956, 0.04796], [0.65712, 0.13256, -0.52404], [-0.59888, 1.20256, -0.59704], [0.01412, 0.83756, 0.89296], [-1.33688, 1.94356, -2.13204], [-0.73288, 2.20356, -2.68504], [-2.04588, 2.63356, -2.18504], [0.26412, -1.94944, 2.06596], [0.98312, -1.42144, 1.88696], [0.70212, -2.64344, 1.74996], [-0.66888, 0.75256, 2.64496], [-1.55588, 0.50456, 2.83896], [-0.07188, 0.39156, 3.35896], [1.76012, -0.30244, -2.02204], [2.14912, -1.19244, -2.10304], [1.47412, 0.01256, -2.88504], [-3.45888, -0.45944, -0.07204], [-3.86988, -1.24844, 0.42096], [-2.46888, -0.84244, -0.12804], [3.77012, 1.06156, -0.20004], [3.45312, 0.64456, -1.08904], [4.21712, 0.49556, 0.37796], [-0.99088, -0.82544, 0.01996], [-0.66488, -1.39144, 0.79996], [-1.22188, -1.50944, -0.48304]], "lowdin_charge": [0.148, 0.188, 0.190, -0.010, 0.045, -0.040, 0.124, 0.079, 0.033, 0.016, -0.022, 0.055, 0.104, -0.031, 0.094, 0.082, -0.158, 0.066, 0.000, -0.072, 0.063, -0.009, -0.045, 0.083, 0.018], "total_charge": 1}

[2]
{"formula": "H17O9", "method": "ωB97M-V/def2-TZVPD", "symbols": ["O", "H", "H", "O", "H", "O", "H", "H", "O", "H", "H", "O", "H", "H", "O", "H", "H", "O", "H", "H", "O", "H", "H", "O", "H", "H"], "xyz": [[1.63360, -1.07708, 1.47990], [-2.45920, -1.01405, 0.78761], [-1.31849, 1.51621, 2.80462], [2.93616, -1.47073, -1.56762], [2.18581, -0.92936, -1.33971], [0.84560, 3.02010, 0.60078], [0.25052, 3.57364, -0.09851], [0.33019, 2.11303, 0.67817], [1.02984, 0.37297, -0.82650], [-1.68534, -2.59192, 1.49608], [1.06711, 0.73774, -1.74981], [-0.86401, 1.38338, 1.94698], [0.93972, -0.71687, 0.88446], [0.21572, -0.16357, -0.99787], [-1.22462, -3.05699, 2.20948], [-1.83776, 0.03624, -0.83729], [-0.51023, -2.58545, 2.40489], [-1.59471, -0.69775, 0.74249], [-0.98392, 0.23303, 1.54367], [3.16056, -1.87525, -0.73256], [-0.13133, 0.46411, -3.49910], [0.76948, 0.70679, -3.16340], [-0.66355, 0.22475, -2.65495], [-1.80607, 0.92606, -1.55167], [-1.71982, 1.57561, -0.90951], [1.43472, -0.70465, 2.34936]], "lowdin_charge": [-0.069, -0.050, 0.001, -0.067, -0.040, -0.207, 0.089, 0.014, -0.088, 0.007, 0.050, -0.275, 0.001, 0.049, -0.030, 0.124, -0.076, -0.312, 0.062, 0.017, -0.120, 0.025, 0.023, -0.145, -0.021, 0.039], "total_charge": -1}

[3]
{"formula": "H17O9", "method": "ωB97M-V/def2-TZVPD", "symbols": ["O", "H", "H", "O", "H", "O", "H", "H", "O", "H", "H", "O", "H", "H", "O", "H", "H", "O", "H", "H", "O", "H", "H", "O", "H", "H"], "xyz": [[-2.24564, 2.77875, -1.91778], [0.61742, 1.62369, -0.58543], [2.11963, 1.19488, 0.29477], [0.13684, -0.48533, 3.60093], [-0.08781, 0.08161, 2.81175], [-0.53651, 0.83176, 1.36744], [-0.27135, 1.72779, 1.62968], [0.19104, 0.46132, 0.80537], [-2.46316, -2.69491, -0.06562], [-0.11358, -0.07274, -2.59980], [-1.87547, -2.00481, -0.41723], [1.69522, 0.58280, -0.33118], [-2.70437, 1.95005, -1.73259], [-2.72137, -2.28312, 0.76873], [-0.95705, -0.36680, -2.23212], [1.77289, -1.19904, -0.56142], [-1.58721, 0.34813, -2.27944], [-0.01116, 2.49480, -0.67188], [-0.74633, 1.99010, -0.30084], [0.00470, -1.34135, 3.17507], [3.01216, -2.00456, 1.02091], [3.09165, -1.07728, 0.74044], [2.70187, -1.94299, 1.92665], [1.62432, -1.75577, -1.41377], [0.66006, -1.77269, -1.43561], [-1.30679, 2.93572, -1.59704]], "lowdin_charge": [-0.121, 0.005, -0.025, -0.114, -0.020, -0.094, 0.072, 0.029, -0.068, 0.054, 0.014, -0.382, 0.013, 0.029, -0.045, 0.002, 0.005, -0.179, -0.012, 0.017, -0.069, 0.019, 0.025, -0.143, -0.018, 0.007], "total_charge": -1}

[4]
{"formula": "H17O9Pb", "method": "ωB97M-V/def2-TZVPD", "symbols": ["Pb", "O", "H", "O", "H", "H", "O", "H", "H", "O", "H", "H", "O", "H", "H", "O", "H", "H", "O", "H", "H", "O", "H", "H", "O", "H", "H"], "xyz": [[6.13200, -11.33600, -4.55000], [5.81400, -9.16700, -4.15300], [5.07900, -8.65300, -3.77400], [4.76900, -10.99600, -2.49300], [4.59000, -10.06200, -2.60400], [5.13500, -10.98100, -1.61900], [4.07800, -7.76600, -5.73600], [3.64900, -8.42300, -6.29000], [4.75200, -8.25900, -5.18100], [4.77400, -8.30400, -1.33200], [4.09000, -7.76700, -1.73000], [4.87500, -8.13700, -0.45900], [3.91800, -11.06200, -5.34900], [3.14000, -10.65000, -4.93400], [3.50700, -11.76000, -5.93800], [3.07100, -6.65700, -2.97900], [2.51500, -6.18100, -2.36800], [2.43500, -6.88900, -3.65300], [7.43000, -7.32500, -4.88100], [6.77100, -8.04000, -4.74700], [7.27900, -6.86500, -4.02800], [6.60800, -6.56100, -2.35800], [5.98600, -7.24700, -2.36600], [6.16400, -5.75500, -2.11200], [7.87400, -9.32500, -2.39000], [8.69800, -9.17300, -2.75000], [7.22000, -9.04300, -3.03400]], "lowdin_charge": [1.645, -0.528, 0.009, -0.126, 0.006, 0.076, -0.059, 0.025, -0.009, 0.013, 0.019, 0.026, -0.190, 0.099, 0.128, -0.026, 0.059, 0.048, -0.097, -0.058, 0.002, -0.013, -0.046, 0.068, -0.031, 0.012, -0.055], "total_charge": 1}

Computed lowest unoccupied orbital energy (eV) in order:
-3.6, 3.3, 3.0, -4.9
Computed relative energy (zero: lowest compared OMol25 entry of this formula, charge and spin) (eV) in order:
4.8008, 3.1232, 1.6960, 0.1658
Computed strongest force on any atom (Eh/bohr) in order:
0.2034, 0.1244, 0.0473, 0.0956